The following is a DFT calculation (wB97M-V/def2-TZVPD) of a molecular structure, C51H49Cl5N3O2PTi.

Structure (ORCA input):
```
! wB97M-V def2-TZVPD RIJCOSX def2/J DEFGRID3
* xyz 0 1
Ti 12.45340 12.67043 15.06062
C 16.51509 13.59466 14.36280
C 15.70500 14.02984 13.19830
C 16.18731 15.04982 12.37302
C 15.45790 15.42561 11.20427
C 14.26494 14.83141 10.94129
C 13.69263 13.88621 11.76829
C 12.33296 13.30676 11.49570
C 14.46096 13.45920 12.90509
N 14.02315 12.39334 13.78293
C 14.74650 11.25547 13.82758
O 15.66863 10.87168 13.10284
C 14.23413 10.35701 14.84327
C 14.63721 9.04817 14.96650
C 13.94952 8.24173 15.81179
C 12.95850 8.75908 16.60114
C 12.67433 10.10257 16.50775
N 13.33605 10.85705 15.65348
C 11.57877 10.86660 17.21968
O 10.82738 10.38040 18.09182
N 11.48595 12.12679 16.70432
C 10.69251 13.07518 17.34552
C 11.26127 14.08986 18.13875
C 12.70274 14.01749 18.55208
C 10.40790 14.93973 18.76761
C 9.04559 14.90794 18.59731
C 8.46324 13.90845 17.79970
C 9.29346 12.98257 17.22289
C 8.64846 11.86408 16.48725
H 17.25604 14.35624 14.50866
H 16.97510 12.60456 14.19767
H 15.96420 13.51619 15.31866
H 17.15573 15.55920 12.55406
H 15.89917 16.22705 10.60339
H 13.69026 15.09860 10.04929
H 12.20841 13.39580 10.38904
H 12.30420 12.28794 11.75224
H 11.51185 13.95121 11.84801
H 15.46894 8.71775 14.37337
H 14.15935 7.18270 15.97165
H 12.46881 8.19831 17.35014
H 13.24070 13.31440 17.92057
H 12.79201 13.67008 19.56150
H 13.04303 15.04342 18.48978
H 10.87688 15.69651 19.47600
H 8.39922 15.64195 19.00239
H 7.39053 13.76956 17.75913
H 7.68590 12.17440 16.08808
H 8.52464 10.96677 17.11996
H 9.28781 11.55699 15.67921
Cl 10.26869 14.84995 14.28730
C 9.87043 13.29419 13.62632
C 10.74607 12.27883 13.85336
C 10.46277 11.02042 13.29833
Cl 11.57703 9.71122 13.28048
C 9.31268 10.82212 12.54071
Cl 8.94205 9.21712 11.96724
C 8.42055 11.87580 12.31188
Cl 7.05256 11.56598 11.38400
C 8.72217 13.13391 12.80762
Cl 7.75250 14.47353 12.37649
C 13.23991 14.51619 15.29363
C 13.68175 15.60905 15.05398
C 14.09698 16.93639 14.67025
C 15.21832 17.53609 15.26366
C 15.51416 18.83532 14.91292
C 14.81485 19.49349 13.88785
C 13.68390 18.88515 13.33558
C 13.29880 17.59778 13.71357
H 15.67052 16.95867 16.04994
H 16.40459 19.29158 15.34189
H 15.14042 20.44618 13.49275
H 13.15179 19.42176 12.53491
H 12.45323 17.03066 13.32099
C 7.86141 10.24670 8.31639
C 9.22369 9.71213 7.85669
C 9.33448 9.86834 6.32701
C 9.30835 8.18274 8.05354
P 10.45066 10.59298 9.01008
C 10.42602 12.42066 8.52443
C 10.97010 13.04758 7.41304
C 10.76176 14.41430 7.18774
C 9.84583 15.09259 7.98490
C 9.23387 14.49599 9.07637
C 9.58655 13.16096 9.34940
C 12.19499 9.91337 8.62492
C 13.26832 10.76983 9.30811
C 12.31218 8.54127 9.35013
C 12.54024 9.74258 7.17761
H 7.03018 9.82159 7.72584
H 7.83091 11.33381 8.24397
H 7.76898 9.95872 9.38153
H 8.42734 9.37091 5.91347
H 10.19735 9.42632 5.85524
H 9.25789 10.88738 5.98573
H 8.39706 7.65721 7.65620
H 9.32055 7.91491 9.11122
H 10.16316 7.77167 7.56341
H 11.55770 12.47085 6.67123
H 11.15952 14.89239 6.30196
H 9.54521 16.10604 7.76036
H 8.59748 15.05332 9.75341
H 9.23510 12.69046 10.25541
H 13.09209 10.70132 10.39170
H 13.21564 11.78998 8.94429
H 14.23248 10.28337 9.16624
H 12.12765 8.63306 10.43112
H 13.34655 8.14636 9.26392
H 11.65850 7.74115 9.00672
H 12.35242 10.61090 6.55772
H 11.95703 8.89352 6.71832
H 13.58960 9.53527 7.02192
*
```

LUMO energy ... -1.156 eV
Gap between HOMO and LUMO ... 0.2560 Eh
E ... -157264.208 eV
E_HOMO ... -8.12 eV
Energy relative to the best compared isomer or geometry (same formula, charge and spin) ... 0.0 kcal per mole